Here is a molecular structure, C26H43N6O6RhS2Si2Te from the OMol25 dataset. Energies are from the ωB97M-V functional and the def2-TZVPD basis.

Its HOMO-LUMO gap is 6.263 eV. As for the charge: 0. For the lowest unoccupied orbital energy, the calculation gives -0.4 eV.

```
87
Properties=species:S:1:pos:R:3:forces:R:3:mulliken_charge:R:1
Rh 0.402 0.467 -0.477 0.156 0.071 0.252 -0.04
C 7.320 1.074 -3.589 -0.002 0.003 0.002 -1.45
C 6.168 0.346 -2.956 0.015 -0.029 -0.018 1.06
C 5.968 -1.012 -3.177 0.016 0.022 0.001 -0.83
C 4.893 -1.679 -2.606 -0.022 -0.011 0.026 -0.39
C 4.016 -0.977 -1.798 0.014 0.033 0.015 -0.34
C 4.193 0.382 -1.562 0.028 0.001 0.004 -0.52
C 5.266 1.031 -2.142 -0.025 0.006 0.021 -0.89
S 2.615 -1.776 -1.070 -0.050 0.008 -0.166 1.55
O 2.726 -1.618 0.374 0.005 0.019 0.145 -0.65
O 2.634 -3.148 -1.541 0.005 0.000 -0.014 -0.88
N 1.317 -0.995 -1.557 -0.012 -0.087 -0.109 -0.40
C 1.278 -0.581 -2.961 0.010 0.062 -0.048 -1.09
C 1.321 0.957 -3.101 -0.024 0.042 0.073 0.75
O 1.377 1.457 -4.210 -0.007 -0.031 -0.020 -0.74
O 1.242 1.624 -1.986 0.020 -0.122 -0.040 -0.38
H 7.919 0.408 -4.208 0.000 -0.001 0.001 0.35
H 7.972 1.508 -2.829 -0.001 0.001 0.000 0.33
H 6.962 1.891 -4.218 0.001 0.000 0.000 0.33
H 6.657 -1.555 -3.813 -0.002 0.000 -0.003 0.30
H 4.724 -2.732 -2.785 -0.003 0.003 -0.002 0.51
H 3.476 0.920 -0.955 0.011 0.005 0.001 0.43
H 5.401 2.093 -1.973 0.000 0.000 -0.001 0.40
H 0.350 -0.925 -3.428 0.003 0.002 0.022 0.31
H 2.092 -1.000 -3.556 0.018 -0.006 0.012 0.40
O -0.841 -0.906 2.364 -0.001 -0.002 -0.055 -0.51
N 0.580 -0.865 2.653 0.042 -0.013 -0.037 -0.33
C 0.930 -2.194 3.259 -0.020 -0.026 -0.017 3.52
C 2.350 -2.139 3.641 0.014 0.071 -0.052 -0.90
N 3.443 -2.072 3.976 -0.003 -0.036 0.023 -0.54
C 0.117 -2.335 4.487 0.024 -0.038 0.023 -0.35
N -0.545 -2.480 5.412 -0.013 0.018 -0.009 -0.54
C 1.821 2.505 1.881 0.012 0.025 0.013 -1.09
C 0.311 2.528 1.843 -0.007 0.009 -0.016 -0.44
O -0.209 2.298 0.513 0.027 -0.049 -0.044 0.06
H 2.164 2.690 2.901 0.007 -0.019 0.001 0.47
H 2.242 3.283 1.239 -0.008 -0.002 -0.008 0.39
H 2.196 1.536 1.550 0.000 -0.004 0.006 0.06
H -0.088 3.482 2.194 0.004 0.003 -0.006 0.38
H -0.113 1.730 2.449 -0.008 0.001 0.006 0.31
H 0.162 2.959 -0.092 -0.030 0.018 0.020 0.00
C -3.359 -1.918 0.353 -0.019 -0.028 0.006 -0.72
Si -4.515 -0.517 -0.136 0.004 0.035 -0.001 0.11
C -5.587 -0.105 1.343 0.005 0.016 0.009 -1.13
C -5.580 -1.048 -1.577 -0.001 -0.004 0.004 -1.06
C -3.524 1.004 -0.621 -0.052 -0.049 -0.006 -0.60
Te -2.065 0.521 -2.107 -0.064 0.039 -0.120 0.19
C -2.168 2.254 -3.356 0.006 0.038 -0.046 -0.98
Si -1.908 4.002 -2.696 -0.160 0.023 0.005 0.22
C -2.765 5.126 -3.935 0.009 -0.009 0.018 -1.11
C -0.110 4.485 -2.633 0.036 -0.069 -0.058 -0.72
C -2.708 4.273 -1.021 0.009 0.022 0.015 -0.80
H -3.947 -2.811 0.587 0.011 -0.001 -0.009 0.51
H -2.796 -1.628 1.243 -0.001 0.016 0.001 -0.09
H -2.652 -2.169 -0.443 0.006 0.003 0.005 0.33
H -6.188 -0.965 1.649 -0.001 -0.002 -0.003 0.34
H -6.271 0.715 1.116 -0.003 -0.001 0.000 0.32
H -4.976 0.198 2.196 0.000 0.001 0.000 0.33
H -6.174 -1.929 -1.323 0.003 0.001 0.003 0.33
H -4.968 -1.289 -2.448 -0.003 -0.002 -0.004 0.31
H -6.273 -0.253 -1.864 0.004 0.003 0.000 0.32
H -3.015 1.468 0.224 -0.006 0.000 -0.001 0.35
H -4.200 1.738 -1.063 0.010 -0.003 0.007 0.33
H -3.118 2.195 -3.890 0.005 0.007 -0.001 0.64
H -1.376 2.068 -4.090 -0.008 -0.036 0.008 0.48
H -2.349 4.989 -4.936 0.000 -0.002 0.001 0.31
H -2.640 6.177 -3.665 0.001 -0.002 0.005 0.29
H -3.836 4.919 -3.987 0.000 0.000 0.000 0.28
H 0.333 4.376 -3.627 0.000 0.032 0.000 0.30
H 0.503 3.852 -1.991 -0.008 0.009 0.024 0.03
H -0.023 5.530 -2.326 0.033 0.000 0.018 0.40
H -3.786 4.098 -1.052 0.004 0.009 -0.005 0.29
H -2.554 5.313 -0.720 -0.008 0.001 0.006 0.36
H -2.287 3.632 -0.244 0.011 0.002 -0.026 0.08
C 2.835 -4.266 1.565 -0.002 -0.014 0.011 -1.02
N 1.369 -4.134 1.580 -0.011 0.007 0.037 0.52
C 0.552 -4.897 0.777 0.024 0.019 -0.013 -0.29
C -0.731 -4.600 1.087 -0.005 0.001 0.005 -0.68
N -0.676 -3.671 2.091 0.005 -0.047 0.009 0.18
C 0.598 -3.365 2.348 -0.010 -0.012 -0.005 -1.25
S 0.162 -1.007 0.933 -0.008 0.061 0.069 1.33
H 3.150 -4.851 2.426 0.000 -0.003 0.003 0.32
H 3.291 -3.285 1.548 -0.002 -0.019 0.013 0.39
H 3.093 -4.768 0.637 -0.003 0.003 -0.003 0.33
H 0.966 -5.568 0.047 -0.002 0.001 -0.002 0.49
H -1.660 -4.955 0.682 -0.001 0.001 0.001 0.49
H -1.447 -3.113 2.435 0.004 0.007 0.014 0.35
```
Forces are in eV/Å.